The following is a quantum chemistry calculation of C7H11NO in the gas phase, from the OMol25 dataset.

XYZ file:
```
20
Properties=species:S:1:pos:R:3:forces:R:3
C -0.602325 1.973283 -0.780987 -2.045 1.103 2.421
C -0.174358 0.819657 0.200603 0.569 -1.374 -2.287
C 0.869906 0.394683 1.175688 -1.630 0.607 3.435
C 1.995225 -0.405109 0.420248 -1.436 1.568 -0.642
N 1.492211 -0.227847 -1.105285 1.690 -3.014 1.405
C 0.158621 -0.549231 -0.570637 0.013 0.737 -2.402
C -1.176123 -1.030418 -0.913418 -1.513 -0.610 1.275
O -1.641112 -1.028929 0.576559 1.500 0.665 -0.879
C -0.814343 0.084164 1.239679 -1.261 -1.506 -1.430
H -1.246901 2.679489 -0.006534 1.809 -1.135 -2.160
H -1.488237 1.648266 -1.549917 2.755 0.639 1.619
H 0.324025 2.514846 -1.181680 -1.751 -0.792 0.223
H 0.951228 0.875770 2.248475 0.864 -0.473 -2.441
H 2.009602 -1.500286 0.680468 0.735 1.286 -0.023
H 2.823851 0.243527 0.521544 1.681 -0.192 0.295
H 1.933710 -1.151174 -1.465887 -1.069 1.929 0.025
H 0.427407 -1.370691 0.034849 -0.709 -0.773 1.286
H -1.381485 -2.010246 -1.391052 0.499 0.395 0.760
H -1.736621 -0.294960 -1.404883 -1.233 0.851 -0.801
H -1.472777 0.469655 2.012084 0.532 0.089 0.322
```
Forces are in eV/Å.

## Properties
Gap between HOMO and LUMO = 9.7 eV
Total energy = -10967.417 eV
SMILES = C[C@]12[C@@H]3CN[C@@H]1CO[C@@H]32